[1]
A single C4H9NO2 molecule at a distorted geometry, computed with ωB97M-V/def2-TZVPD.

Each line ends with the Mulliken charge.
Positions of all 16 atoms, in Å:
C (-2.5678, 0.0983, -0.1049)  -1.191
C (-1.1579, 0.6499, -0.1925)  -0.179
C (-0.1738, -0.2779, 0.4545)  -0.525
O (1.0773, 0.4335, 0.4587)  -0.307
C (2.1633, -0.1377, -0.0029)  0.781
O (2.0285, -1.4104, -0.3780)  -0.523
N (3.3602, 0.2761, -0.1419)  -0.801
H (-2.8684, -0.0349, 0.9392)  0.317
H (-3.2721, 0.7854, -0.5736)  0.344
H (-2.6745, -0.8719, -0.6067)  0.328
H (-0.8594, 0.7855, -1.2375)  0.259
H (-1.0563, 1.6217, 0.3027)  0.277
H (-0.4044, -0.4449, 1.5068)  0.281
H (-0.1821, -1.2454, -0.0612)  0.334
H (3.5662, 1.2241, 0.0997)  0.201
H (3.0213, -1.4514, -0.4627)  0.404

Results
frontier orbital gap = 10.67 eV
2S+1 = 1
charge = 0
ΔE to the lowest compared entry with this formula, charge and spin = 152.2 kJ/mol
LUMO energy = 0.92 eV

[2]
A single C4H4O4 molecule at a distorted geometry, computed with ωB97M-V/def2-TZVPD.

Each line ends with the Mulliken charge.
Positions of all 12 atoms, in Å:
C (1.0586, -0.1514, -0.0081)  0.473
C (-0.0800, 0.6667, -0.0149)  0.292
C (-1.1225, -0.2696, 0.0061)  0.629
C (-0.5302, -1.5262, -0.1110)  -0.830
O (0.8465, -1.3846, -0.4614)  -0.305
O (2.3260, 0.2443, 0.2256)  -0.516
O (-0.2139, 2.0247, -0.1781)  -0.570
O (-2.4473, -0.0247, 0.0259)  -0.529
H (2.9182, -0.4986, 0.0449)  0.347
H (0.5929, 2.4592, 0.1178)  0.309
H (-2.5706, 0.9346, 0.0280)  0.333
H (-0.7777, -2.4745, 0.3253)  0.366

Results
frontier orbital gap = 7.81 eV
2S+1 = 1
charge = 0
ΔE to the lowest compared entry with this formula, charge and spin = 319.3 kJ/mol
LUMO energy = 0.48 eV

[3]
A molecular structure, C25H39AuNO3P2S, computed with ωB97M-V/def2-TZVPD.

Each line ends with the Mulliken charge.
Positions of all 72 atoms, in Å:
Au (-0.1655, -0.7084, 0.1921)  1.722
C (3.3548, -1.3681, -0.0462)  -1.747
C (3.2602, -0.7145, 1.3372)  0.844
C (4.2549, -1.3510, 2.3090)  -1.545
P (1.5014, -0.7287, 1.8798)  0.108
C (1.1622, -2.0547, 3.0977)  0.745
C (1.7484, -1.8029, 4.4854)  -1.576
C (-0.3492, -2.2862, 3.1891)  -1.459
C (1.1557, 0.8656, 2.6938)  0.078
C (2.0849, 1.4867, 3.5122)  -0.324
C (1.8427, 2.7473, 4.0461)  -0.797
C (0.6585, 3.4089, 3.7495)  -0.937
C (-0.2972, 2.8074, 2.9516)  -0.612
C (-0.0750, 1.5209, 2.4362)  0.124
N (-0.9626, 0.9007, 1.5754)  0.300
C (-2.3135, 1.1038, 1.5214)  0.166
C (-3.0458, 1.5846, 2.6237)  -0.650
C (-4.4043, 1.8006, 2.5133)  -0.921
C (-5.0483, 1.5551, 1.3083)  -1.066
C (-4.3406, 1.0371, 0.2244)  -0.724
C (-2.9875, 0.7602, 0.3114)  0.518
P (-2.0349, 0.0170, -1.0739)  -0.508
C (-1.6716, 1.4080, -2.1995)  0.656
C (-0.7887, 2.4400, -1.4970)  -1.553
C (-2.9132, 2.0619, -2.8009)  -1.450
C (-2.9718, -1.2983, -1.9478)  1.151
C (-2.3220, -1.4596, -3.3306)  -1.656
C (-4.4924, -1.2205, -2.0584)  -1.693
H (4.3817, -1.2967, -0.4057)  0.533
H (2.7008, -0.8977, -0.7805)  0.332
H (3.0785, -2.4223, -0.0025)  0.267
H (3.4929, 0.3512, 1.2437)  0.572
H (3.9797, -2.3748, 2.5646)  0.355
H (4.3703, -0.7872, 3.2342)  0.282
H (5.2332, -1.3909, 1.8293)  0.473
H (1.6211, -2.9390, 2.6428)  0.550
H (1.2714, -0.9381, 4.9509)  0.332
H (2.8246, -1.6405, 4.4831)  0.303
H (1.5479, -2.6654, 5.1218)  0.487
H (-0.8725, -1.3757, 3.4968)  0.215
H (-0.5444, -3.0390, 3.9540)  0.558
H (-0.7691, -2.6405, 2.2483)  0.209
H (3.0235, 0.9908, 3.7277)  0.322
H (2.5900, 3.2211, 4.6674)  0.470
H (0.4876, 4.4072, 4.1278)  0.427
H (-1.1913, 3.3482, 2.6790)  0.625
H (-2.5465, 1.7425, 3.5682)  0.667
H (-4.9633, 2.1584, 3.3667)  0.436
H (-6.1094, 1.7401, 1.2136)  0.469
H (-4.8713, 0.8394, -0.6942)  0.580
H (-1.0844, 0.9421, -2.9966)  0.664
H (-1.3329, 2.9502, -0.6982)  0.292
H (-0.4752, 3.1975, -2.2161)  0.569
H (0.1101, 1.9913, -1.0714)  0.201
H (-3.5181, 2.5501, -2.0338)  0.304
H (-3.5401, 1.3556, -3.3394)  0.289
H (-2.6051, 2.8341, -3.5075)  0.454
H (-2.7143, -2.1923, -1.3721)  0.409
H (-2.6196, -0.6571, -4.0071)  0.370
H (-2.6549, -2.4068, -3.7526)  0.458
H (-1.2339, -1.5074, -3.2901)  0.328
H (-4.8424, -0.3235, -2.5697)  0.229
H (-4.9874, -1.2876, -1.0907)  0.446
H (-4.8267, -2.0748, -2.6483)  0.494
C (1.3672, -4.7382, -1.5629)  -1.170
S (0.3394, -3.3156, -1.5783)  1.177
O (0.9716, -2.3109, -2.4091)  -0.662
O (-0.9847, -3.7416, -1.9668)  -0.648
O (0.3492, -2.8528, -0.1363)  -0.907
H (1.3842, -5.1342, -2.5752)  0.393
H (0.9426, -5.4695, -0.8803)  0.342
H (2.3715, -4.4552, -1.2579)  0.310

Results
frontier orbital gap (alpha / beta) = 8.17 / 6.34 eV
2S+1 = 3
charge = +1
ΔE to the lowest compared entry with this formula, charge and spin = 0.0 kJ/mol
LUMO energy (alpha / beta) = -2.48 / -5.44 eV
⟨S²⟩ = 2.05

[4]
A molecular structure, C10H7ErN2O5 at a distorted geometry, computed with ωB97M-V/def2-TZVPD.

Each line ends with the Mulliken charge.
Positions of all 25 atoms, in Å:
O (-4.8244, -0.2946, -0.7018)  -0.075
C (-3.9781, 0.2735, -0.1998)  0.256
Er (-1.5078, 0.6357, -0.4914)  0.702
O (-3.3570, -0.3399, -3.3687)  -0.082
C (-2.7870, 0.0806, -2.4650)  0.233
C (0.0156, 1.9357, -1.7934)  0.449
O (0.9464, 2.3514, -2.3300)  -0.142
C (-1.0157, 2.5024, 0.7703)  0.445
O (-0.3950, 3.3395, 1.2820)  -0.313
C (-2.5059, 3.4907, -1.5171)  0.215
O (-2.5660, 4.5427, -1.8939)  -0.072
H (-2.2296, 2.0584, 0.8573)  0.070
N (3.2045, -3.0094, 1.5616)  -0.418
C (2.3315, -2.0630, 1.1393)  1.216
C (2.6865, -0.7058, 1.0803)  -0.741
C (1.7630, 0.2137, 0.6639)  -0.285
N (0.4912, -0.1358, 0.2710)  -0.254
C (0.1580, -1.4512, 0.3131)  -0.225
C (1.0348, -2.4465, 0.6920)  -0.932
H (4.1274, -2.8078, 1.8933)  0.222
H (2.9523, -3.9769, 1.6157)  0.215
H (3.6721, -0.2972, 1.3755)  0.327
H (1.9681, 1.2695, 0.5885)  0.454
H (-0.8608, -1.6939, -0.0279)  0.373
H (0.6761, -3.4719, 0.6854)  0.362

Results
frontier orbital gap (alpha / beta) = 6.97 / 7.02 eV
2S+1 = 4
charge = +2
LUMO energy (alpha / beta) = -8.51 / -8.51 eV
⟨S²⟩ = 3.76

The total energy results, record by record, are as follows: -363.02757, -455.69140, -2472.88040, -1885.35636 Ha.